[1]
Density functional theory data (wB97M-V/def2-TZVPD) for a cluster of 2 separate species, C7H18N2O in total.

Geometry as XYZ:
```
28
Properties=species:S:1:pos:R:3:forces:R:3:lowdin_charge:R:1
C -2.003 -0.360 -0.650 -0.6 1.3 1.9 -0.366
C -1.932 0.557 1.662 -0.7 -0.3 -0.1 -0.165
C -1.591 -0.019 -2.065 0.4 0.4 0.4 -0.054
C -1.925 -1.842 -0.326 0.4 0.2 0.0 -0.064
O -1.313 0.555 0.411 -0.1 -1.2 -2.2 -0.226
H -3.038 -0.017 -0.499 0.0 -0.2 -0.2 0.122
H -1.628 -0.298 2.285 0.1 0.2 0.0 0.078
H -3.034 0.494 1.568 0.2 0.1 0.0 0.088
H -1.704 1.502 2.167 0.1 -0.2 -0.1 0.085
H -0.566 -0.312 -2.263 0.1 -0.1 0.1 0.058
H -2.231 -0.557 -2.763 -0.1 0.0 0.1 0.084
H -1.690 1.052 -2.249 0.0 0.0 0.0 0.080
H -2.672 -2.379 -0.910 -0.1 0.1 0.0 0.082
H -0.947 -2.241 -0.588 0.1 0.0 0.1 0.049
H -2.115 -2.027 0.728 -0.1 0.0 0.1 0.070
C 3.123 0.847 -0.556 0.5 -0.5 -0.5 -0.061
C 2.004 1.282 1.572 0.4 0.3 -0.3 -0.060
N 2.176 0.410 0.437 0.4 0.8 -0.1 -0.204
C 1.334 -0.628 0.237 -0.5 -0.1 -0.1 -0.306
N 1.200 -1.417 -0.746 0.2 -0.5 -0.4 0.081
H 1.839 -1.253 -1.515 0.2 0.1 0.0 0.026
H 0.623 -0.767 1.042 0.1 0.1 0.3 0.109
H 3.056 1.879 -0.897 -0.7 0.3 0.3 0.086
H 4.160 0.762 -0.219 0.0 -0.3 0.2 0.088
H 1.724 2.287 1.239 0.1 0.0 0.1 0.093
H 1.207 0.922 2.184 -0.5 -0.3 0.5 0.067
H 2.923 1.332 2.169 -0.1 0.1 0.0 0.090
H 3.019 0.235 -1.454 0.1 0.0 0.1 0.071
```
Forces are in eV/Å.

For the HOMO energy, the calculation gives -8.460 eV. For the energy relative to the best compared isomer or geometry (same formula, charge and spin), the calculation gives 46.41 kcal per mole. The LUMO energy comes out at 0.91 eV.


[2]
Density functional theory data (wB97M-V/def2-TZVPD) for the ion C7H18N3O2S with charge +1.

Geometry as XYZ:
```
31
Properties=species:S:1:pos:R:3:forces:R:3:lowdin_charge:R:1
C -0.435 -0.732 2.027 2.0 0.6 -2.0 -0.318
C 0.331 0.005 1.194 -2.1 2.3 -3.2 -0.218
C 3.227 1.344 -0.223 -1.6 -0.9 -3.0 -0.072
C -1.538 0.337 -2.843 -1.8 -0.6 -0.6 -0.041
C -0.586 -1.686 -1.687 1.8 -0.7 1.1 -0.059
C 2.554 1.070 1.081 -2.1 3.9 1.1 -0.228
C -1.593 -0.577 -1.596 -1.8 0.1 -1.3 -0.421
N 0.236 -1.449 2.965 0.2 -0.8 -0.9 0.149
N -0.392 0.968 -0.128 1.2 -4.7 1.9 -0.294
N -1.843 -0.967 1.741 1.3 1.4 -1.3 0.262
O 1.637 -0.043 1.135 1.1 -1.2 0.5 -0.041
O -1.608 0.345 -0.480 0.0 -0.8 0.1 -0.271
S -0.638 2.547 0.580 0.8 2.8 3.8 0.830
H 2.582 0.959 -1.103 0.5 0.9 1.3 0.102
H 3.514 2.398 -0.495 -0.2 -1.1 0.9 0.110
H 4.021 0.645 -0.295 1.4 -0.1 -0.2 0.058
H -0.511 0.643 -3.052 -0.2 0.1 0.1 0.080
H -1.943 -0.227 -3.720 0.6 0.3 0.5 0.100
H -2.247 1.212 -2.771 1.0 -0.8 0.3 0.102
H 0.409 -1.344 -2.121 -1.2 -0.6 0.7 0.113
H -0.976 -2.519 -2.266 -0.2 0.4 -0.8 0.088
H -0.436 -2.282 -0.741 0.2 1.1 -0.4 0.092
H 1.926 1.984 1.388 0.9 -1.2 -0.4 0.106
H 3.316 1.024 1.842 0.0 -0.9 0.5 0.120
H -2.603 -1.097 -1.417 1.0 1.0 -0.7 0.170
H 1.235 -1.213 2.931 -0.7 -0.4 0.9 0.130
H -0.305 -1.571 3.772 0.2 -0.3 1.8 0.092
H -1.940 -0.436 0.772 -0.3 0.2 0.6 0.123
H -2.382 -0.576 2.471 -1.2 0.6 0.8 0.154
H -2.150 -1.901 1.558 0.3 -1.2 0.2 0.164
H -0.860 3.140 -0.519 -0.9 0.5 -2.4 -0.180
```
Forces are in eV/Å.

For the HOMO energy (alpha / beta), the calculation gives -8.337 / -11.994 eV. As for the expectation value of S²: 2.01. The total charge is +1. Its spin multiplicity is 3. The LUMO energy (alpha / beta) comes out at -3.07 / -5.92 eV.


[3]
Density functional theory data (wB97M-V/def2-TZVPD) for a cluster of 2 separate species, C7H18N4O in total.

Geometry as XYZ:
```
30
Properties=species:S:1:pos:R:3:forces:R:3:lowdin_charge:R:1
C 0.855 0.864 2.600 -4.9 1.0 -0.8 0.092
C 0.061 1.308 -0.701 -2.2 0.6 -0.2 -0.190
C -0.127 0.704 0.544 -1.5 0.5 -3.4 -0.378
C -0.999 1.332 -1.819 -1.1 -1.9 2.1 -0.029
C 2.399 2.002 -1.305 0.5 -0.2 -2.0 0.000
C -1.673 -0.800 1.964 -0.9 -0.8 1.7 -0.091
C 0.321 -3.004 -0.176 -3.2 -3.0 -3.1 -0.035
N 0.909 0.741 1.339 4.4 -0.2 3.4 0.040
N 0.226 -4.200 0.415 0.5 4.2 0.2 0.261
N 1.095 2.387 -0.770 -1.3 0.2 0.1 0.017
N -1.196 -0.108 0.816 -0.9 0.6 -2.7 0.015
O -0.149 -2.663 -1.424 2.0 -0.2 3.4 0.140
H 1.600 0.759 3.310 2.0 -0.1 0.8 0.077
H -0.203 1.125 2.993 1.8 -0.2 0.1 0.131
H -2.012 1.629 -1.434 0.7 -0.3 0.1 0.104
H -1.157 0.285 -2.229 0.4 1.4 0.0 0.096
H -0.871 2.070 -2.557 0.8 0.6 -1.3 0.060
H 2.437 0.950 -1.604 -0.2 0.3 0.2 0.115
H 2.451 2.638 -2.174 1.1 -0.2 -0.5 0.104
H 3.169 2.230 -0.598 0.5 0.1 0.3 0.102
H -2.613 -0.462 2.515 0.7 0.2 -1.6 0.126
H -1.850 -1.887 1.729 0.4 0.9 0.5 0.093
H -0.986 -0.621 2.787 0.4 -0.9 -0.1 0.055
H 0.621 -2.161 0.336 0.8 1.7 1.2 0.119
H 0.241 -4.213 1.466 0.4 -0.5 -1.5 0.192
H -0.004 -4.970 -0.153 -0.6 -1.5 -0.3 0.134
H 0.761 3.295 -1.273 0.3 -2.1 1.4 0.234
H 1.356 2.584 0.177 -0.6 0.8 0.9 0.134
H -1.741 -0.152 -0.052 -0.3 -0.2 1.0 0.130
H -0.545 -3.307 -2.024 0.0 -0.8 0.2 0.153
```
Forces are in eV/Å.

For the HOMO energy, the calculation gives -14.454 eV. The total charge is +2. For the energy relative to the best compared isomer or geometry (same formula, charge and spin), the calculation gives 25.48 kcal per mole. The LUMO energy comes out at -7.81 eV.


[4]
Density functional theory data (wB97M-V/def2-TZVPD) for a cluster of 2 separate species, C7H18N5 in total.

Geometry as XYZ:
```
30
Properties=species:S:1:pos:R:3:forces:R:3:lowdin_charge:R:1
C 1.742 -0.424 1.946 -1.2 0.3 -1.9 -0.309
C -0.132 0.403 -1.543 0.5 2.0 0.3 -0.121
C -0.921 -1.359 -0.053 0.0 -1.6 2.5 -0.145
C 0.578 -0.618 -2.452 -1.0 2.6 -0.4 -0.091
C -0.345 -2.413 -1.035 -0.3 -1.7 2.1 -0.133
C -0.811 2.706 2.225 1.7 0.4 0.0 -0.084
C -0.332 2.064 0.873 0.4 -0.7 0.7 -0.295
N 1.945 -1.032 0.906 2.3 -1.0 1.4 0.116
N -0.201 -0.092 -0.144 -1.0 -0.5 -1.0 -0.290
N 2.251 -0.072 3.071 -2.3 3.0 3.0 0.113
N -0.555 0.636 0.959 0.2 -0.6 0.3 0.000
N -0.128 -1.892 -2.363 -1.0 -2.5 -3.4 0.013
H 0.357 1.417 -1.475 0.4 -1.4 -0.3 0.136
H -1.029 0.769 -2.095 -0.5 -0.9 0.8 0.135
H -2.004 -1.078 -0.038 0.6 -1.0 -0.5 0.135
H -0.705 -1.867 1.031 -0.5 1.5 -2.5 0.178
H 0.657 -0.153 -3.484 -0.3 -1.2 1.0 0.170
H 1.521 -0.850 -2.087 2.0 -0.1 0.6 0.110
H 0.650 -2.767 -0.754 0.0 0.5 0.8 0.125
H -0.899 -3.426 -1.083 0.3 2.0 -0.1 0.175
H 0.045 3.322 2.709 -1.6 -0.9 -0.9 0.094
H -1.666 3.353 1.985 0.3 -0.1 0.5 0.063
H -1.100 1.916 2.948 0.1 0.4 -0.6 0.066
H -0.998 2.402 0.082 0.3 0.6 -0.4 0.098
H 0.753 2.174 0.626 -0.8 0.8 0.1 0.116
H 1.229 -0.849 0.242 -1.1 0.4 -1.4 -0.047
H 3.167 -0.261 3.388 1.1 -0.3 0.2 0.097
H 1.690 0.702 3.601 1.7 -2.2 -1.2 0.165
H -1.047 -1.938 -2.820 0.1 0.8 -0.2 0.194
H 0.393 -2.663 -2.874 -0.4 1.3 0.4 0.218
```
Forces are in eV/Å.

For the HOMO energy (alpha / beta), the calculation gives -10.791 / -9.815 eV. The total charge is +1. For the energy relative to the best compared isomer or geometry (same formula, charge and spin), the calculation gives 87.06 kcal per mole. The LUMO energy (alpha / beta) comes out at -3.39 / -3.39 eV.


[5]
Density functional theory data (wB97M-V/def2-TZVPD) for the molecule C7H18NO2P.

Geometry as XYZ:
```
29
Properties=species:S:1:pos:R:3:forces:R:3:lowdin_charge:R:1
O 0.241 2.888 0.053 -1.1 1.0 -1.0 -0.440
O 1.698 1.687 1.585 0.3 -0.7 1.5 -0.430
C 2.214 -1.358 -1.063 -1.3 -0.2 0.9 -0.044
C -1.064 0.300 1.524 0.5 0.2 0.3 -0.205
C -0.592 -2.086 -0.353 0.3 -0.9 0.5 -0.002
C -0.545 -0.482 -2.183 0.1 -0.2 -1.3 -0.001
C 1.133 -0.405 -0.466 2.4 0.9 -0.1 -0.179
C -1.218 0.246 -0.021 -0.8 0.8 1.3 -0.132
C -0.986 1.746 2.095 -0.7 0.1 -0.7 -0.276
N -0.299 -0.704 -0.738 -0.1 -0.1 -0.9 -0.334
P 0.506 2.585 1.489 1.4 -0.9 -1.7 0.313
H 2.085 -1.386 -2.121 0.2 -0.3 -0.9 0.050
H 3.216 -0.979 -0.854 -0.3 0.2 0.2 0.094
H 2.135 -2.377 -0.650 0.2 0.3 -0.2 0.075
H -1.912 -0.200 1.997 0.1 -0.2 -0.1 0.103
H -0.145 -0.234 1.813 -0.3 0.2 0.1 0.092
H -0.291 -2.169 0.695 -0.2 -0.2 -0.1 0.116
H -1.642 -2.341 -0.474 -0.1 0.3 0.0 0.112
H 0.009 -2.794 -0.933 -0.1 0.3 0.0 0.104
H -0.361 0.568 -2.411 -0.2 0.0 0.2 0.119
H 0.125 -1.057 -2.862 -0.4 0.1 0.9 0.113
H -1.577 -0.751 -2.418 0.1 0.1 0.1 0.110
H 1.299 -0.309 0.605 -0.2 0.2 -0.1 0.093
H 1.363 0.591 -0.896 -0.6 -0.3 0.6 0.137
H -1.047 1.251 -0.416 0.3 -0.1 -0.1 0.101
H -2.267 -0.034 -0.211 0.5 -0.2 -0.5 0.137
H -0.930 1.768 3.170 -0.3 -0.4 0.6 0.067
H -1.890 2.313 1.770 0.6 -0.3 0.3 0.096
H 0.742 3.723 2.275 -0.4 0.2 0.3 0.011
```
Forces are in eV/Å.

For the HOMO energy, the calculation gives -7.863 eV. For the energy relative to the best compared isomer or geometry (same formula, charge and spin), the calculation gives 32.66 kcal per mole. The LUMO energy comes out at 0.16 eV.


[6]
Density functional theory data (wB97M-V/def2-TZVPD) for a cluster of 5 separate species, C7H18O4 in total.

Geometry as XYZ:
```
29
Properties=species:S:1:pos:R:3:forces:R:3:lowdin_charge:R:1
C 1.526 2.311 0.376 -0.1 -0.5 -0.8 -0.132
C 0.591 2.449 1.304 0.3 0.4 0.2 0.028
C 2.783 0.172 0.256 0.9 -0.1 -0.9 0.017
C 1.806 0.950 -0.214 -0.3 0.2 0.5 -0.321
C 0.761 0.440 -1.125 -0.6 0.0 -0.2 -0.085
C 0.082 1.166 -2.015 0.3 0.0 -0.6 -0.132
C -1.185 0.656 -2.669 0.8 -0.4 2.0 -0.086
H 1.991 3.160 -0.109 -0.1 0.2 0.1 0.104
H 0.261 3.434 1.609 0.1 0.0 0.2 0.059
H 0.153 1.600 1.818 -0.1 0.0 -0.2 0.059
H 3.642 0.562 0.788 -0.3 0.1 0.5 0.079
H 2.879 -0.851 -0.089 0.0 0.0 -0.1 0.080
H 0.415 -0.589 -1.018 0.3 0.0 0.3 0.099
H 0.415 2.163 -2.280 0.0 0.2 0.2 0.103
H -1.110 0.261 -3.674 -0.1 0.4 -0.3 0.073
H -1.462 -0.123 -1.959 -0.3 -0.4 -0.6 0.039
H -1.943 1.400 -2.447 -0.3 0.2 -0.8 0.075
H -3.303 -1.052 -0.543 -0.2 0.2 -0.1 0.038
H -2.660 -0.103 0.398 -0.2 0.1 0.0 0.022
O -3.214 -0.101 -0.397 0.2 -0.4 0.3 -0.066
H -1.335 -1.414 2.208 0.2 -0.1 -0.1 0.002
H -2.087 -2.537 1.471 0.2 0.1 -0.1 0.020
O -2.213 -1.782 2.051 -0.2 0.2 0.2 -0.054
H -0.413 -3.778 -0.365 0.2 -0.1 0.2 0.042
H 0.242 -2.798 0.679 0.0 -0.1 0.1 0.013
O -0.125 -2.875 -0.208 -0.2 0.2 -0.3 -0.055
H 1.333 -1.381 2.695 0.3 0.3 -0.1 0.061
H 1.360 -0.397 1.439 0.4 0.0 0.2 -0.023
O 0.810 -0.942 2.019 -1.1 -0.7 0.4 -0.059
```
Forces are in eV/Å.

For the HOMO energy, the calculation gives -8.731 eV. For the energy relative to the best compared isomer or geometry (same formula, charge and spin), the calculation gives 36.34 kcal per mole. The LUMO energy comes out at 0.24 eV.


[7]
Density functional theory data (wB97M-V/def2-TZVPD) for a structure of composition C7H19AlBeO3P.

Geometry as XYZ:
```
32
Properties=species:S:1:pos:R:3:forces:R:3:lowdin_charge:R:1
C -3.333 1.359 0.051 0.1 -0.5 -0.4 -0.068
C -1.933 1.788 -0.476 -1.6 0.7 -0.5 -0.287
O -1.011 2.183 0.547 1.6 -0.9 0.1 -0.201
P -0.244 0.923 1.243 -1.3 -0.3 1.9 0.566
O -1.238 0.041 1.890 0.3 -0.2 -0.7 -0.255
C 0.669 -0.018 -0.089 -0.4 0.8 0.3 -0.234
C -0.126 -1.325 -0.331 0.7 -0.4 -0.2 -0.286
C 0.315 -2.158 -1.560 -2.0 -0.1 1.1 -0.179
Al 1.134 -1.098 -3.123 1.0 -2.0 -0.6 0.361
O 0.730 1.521 2.397 -0.2 -0.1 -2.0 -0.193
C 1.907 0.723 2.669 0.5 -0.2 1.0 -0.259
C 1.629 -0.753 3.077 0.1 0.4 -0.2 -0.068
H -3.442 0.261 -0.004 0.1 0.5 0.3 0.071
H -4.110 1.770 -0.618 0.3 0.0 0.4 0.078
H -3.515 1.689 1.084 0.2 -0.1 -0.5 0.091
H -1.554 1.009 -1.167 0.2 0.2 0.5 0.090
H -2.096 2.688 -1.099 0.4 -0.3 0.4 0.117
H 0.670 0.667 -0.967 -0.1 -0.5 0.2 0.043
H 1.725 -0.200 0.159 -0.4 0.0 0.0 0.090
H 0.056 -1.965 0.562 -0.2 0.3 -0.4 0.130
H -1.215 -1.158 -0.355 0.5 0.2 0.0 0.102
H -0.602 -2.630 -1.965 0.5 0.3 -0.2 0.075
H 0.989 -3.006 -1.322 0.4 0.8 -0.5 0.096
H 2.699 -1.315 -3.205 0.1 0.7 0.0 -0.099
H 0.723 0.563 -3.153 0.0 2.1 -1.1 -0.132
H 0.489 -1.686 -4.484 -0.2 0.6 -0.3 -0.068
H 2.405 1.205 3.527 -0.4 0.1 -0.5 0.122
H 2.609 0.807 1.820 -0.3 -0.1 0.3 0.104
H 2.270 -0.980 3.946 -0.1 -0.2 -0.6 0.084
H 0.592 -0.938 3.393 0.3 0.3 -0.2 0.080
H 1.846 -1.406 2.215 0.0 -0.1 0.6 0.063
Be 0.962 1.441 -4.664 -0.3 -2.1 1.9 0.967
```
Forces are in eV/Å.

For the HOMO energy, the calculation gives -12.698 eV. The total charge is +1. The LUMO energy comes out at -9.10 eV.


[8]
Density functional theory data (wB97M-V/def2-TZVPD) for the molecule C7H19ClN2Si.

Geometry as XYZ:
```
30
Properties=species:S:1:pos:R:3:forces:R:3:lowdin_charge:R:1
C -1.446 2.282 0.766 0.3 -0.2 0.0 -0.111
C -1.309 1.459 -1.577 0.3 -0.1 0.1 -0.104
C -2.225 -0.011 0.202 0.4 -0.1 0.0 -0.096
C 1.791 -0.880 2.525 0.0 -0.1 0.1 -0.212
C 0.683 -2.277 -0.594 0.0 0.0 0.0 -0.140
C 1.769 -0.750 -2.089 -0.1 0.0 0.1 -0.150
C -1.169 1.054 -0.106 0.2 0.1 0.0 -0.649
N 0.663 -0.129 2.021 -0.5 0.9 -3.1 -0.169
N 1.120 -0.918 -0.808 -0.1 0.5 0.2 -0.323
Si 0.603 0.376 0.204 -1.1 -1.6 2.9 0.170
Cl 1.970 1.849 0.003 0.5 0.7 -0.2 0.435
H -1.387 2.028 1.820 0.0 0.0 0.2 0.074
H -0.723 3.067 0.568 0.1 0.2 0.0 0.062
H -2.442 2.673 0.560 -0.1 0.0 0.0 0.083
H -1.128 0.611 -2.233 0.0 -0.1 -0.2 0.072
H -0.601 2.245 -1.829 0.1 0.1 -0.1 0.072
H -2.314 1.832 -1.772 -0.1 0.0 0.0 0.084
H -2.095 -0.886 -0.430 0.0 -0.2 -0.1 0.073
H -2.170 -0.331 1.240 -0.1 -0.1 0.2 0.068
H -3.223 0.389 0.029 -0.1 0.1 0.0 0.084
H 1.690 -1.963 2.382 0.1 0.0 0.0 0.064
H 2.689 -0.552 2.006 0.2 0.0 0.1 0.061
H 1.913 -0.680 3.591 0.2 -0.1 0.0 0.069
H 0.211 -2.365 0.380 -0.1 -0.1 0.1 0.065
H -0.033 -2.592 -1.361 0.0 -0.1 0.0 0.082
H 1.542 -2.954 -0.633 0.0 -0.1 0.0 0.085
H 2.110 0.275 -2.206 0.1 0.0 -0.1 0.043
H 2.632 -1.418 -2.153 0.1 0.0 -0.1 0.083
H 1.088 -0.993 -2.913 0.0 0.0 -0.1 0.081
H -0.211 -0.445 2.410 -0.1 0.1 0.0 0.045
```
Forces are in eV/Å.

For the HOMO energy, the calculation gives -8.607 eV. For the energy relative to the best compared isomer or geometry (same formula, charge and spin), the calculation gives 0.00 kcal per mole. The LUMO energy comes out at 0.78 eV.